Entry 1:
# C28H62Br28N3O2P2

A cluster of 15 separate species, C28H62Br28N3O2P2 in total (ωB97M-V with the def2-TZVPD basis set, the OMol25 dataset).

```
125
Properties=species:S:1:pos:R:3
N 0.19 -0.64 -2.07
P -0.49 -0.54 -0.67
P -2.18 0.92 -0.81
N -1.74 2.32 -0.05
O -3.58 0.42 -0.24
N -4.65 0.12 -1.31
O -5.26 -0.81 -1.00
H 1.15 -0.29 -2.02
H 0.32 -0.05 0.37
H -1.03 -1.78 -0.29
H -2.37 1.20 -2.16
H -1.12 2.85 -0.67
H -1.17 2.09 0.77
Br -2.05 -3.73 -3.37
C -3.57 -4.92 -3.56
C -4.17 -5.34 -2.25
Br -3.07 -6.66 -1.35
H -3.21 -5.76 -4.13
H -4.30 -4.36 -4.15
H -5.13 -5.83 -2.43
H -4.31 -4.52 -1.55
Br 2.13 2.16 -1.53
C 2.16 3.65 -0.27
C 2.90 3.29 0.98
Br 1.90 2.17 2.23
H 1.13 3.96 -0.10
H 2.69 4.43 -0.80
H 3.13 4.19 1.55
H 3.82 2.75 0.77
Br 4.96 0.84 4.29
C 3.93 1.63 5.74
C 3.05 0.62 6.42
Br 1.47 0.18 5.36
H 3.36 2.45 5.31
H 4.66 2.02 6.44
H 2.65 1.03 7.35
H 3.56 -0.31 6.62
Br -7.46 -5.05 -0.96
C -8.57 -3.48 -0.65
C -9.34 -3.58 0.64
Br -10.84 -4.81 0.50
H -9.22 -3.39 -1.51
H -7.88 -2.64 -0.62
H -9.78 -2.62 0.89
H -8.72 -3.93 1.46
Br 2.95 -1.17 1.50
C 2.52 -3.04 1.85
C 2.86 -3.93 0.69
Br 1.56 -3.73 -0.75
H 1.46 -3.08 2.09
H 3.10 -3.31 2.72
H 2.81 -4.98 0.99
H 3.83 -3.72 0.27
Br -14.51 -6.34 1.08
C -13.72 -7.97 0.38
C -13.70 -7.99 -1.12
Br -15.46 -8.35 -1.86
H -14.28 -8.80 0.80
H -12.70 -7.99 0.77
H -13.06 -8.80 -1.48
H -13.37 -7.05 -1.54
Br 5.22 5.25 -0.84
C 6.51 4.27 -1.90
C 6.36 2.78 -1.71
Br 7.04 2.20 0.02
H 7.49 4.64 -1.62
H 6.31 4.53 -2.94
H 6.92 2.24 -2.45
H 5.32 2.47 -1.75
Br -2.87 -3.78 1.38
C -2.05 -2.99 2.98
C -2.85 -1.85 3.58
Br -2.70 -0.16 2.61
H -1.05 -2.68 2.71
H -2.00 -3.81 3.69
H -2.48 -1.60 4.58
H -3.91 -2.08 3.63
Br -3.13 0.19 6.60
C -3.84 -1.18 7.79
C -2.73 -1.89 8.52
Br -1.78 -3.12 7.34
H -4.42 -1.86 7.17
H -4.49 -0.66 8.48
H -3.12 -2.50 9.33
H -1.99 -1.20 8.92
Br 1.88 6.34 -3.09
C 1.69 5.93 -4.98
C 1.65 4.45 -5.24
Br 3.42 3.68 -5.06
H 2.52 6.41 -5.48
H 0.76 6.41 -5.29
H 1.33 4.25 -6.26
H 1.00 3.92 -4.54
Br -6.70 1.16 9.94
C -7.41 -0.19 11.15
C -6.31 -0.89 11.90
Br -5.37 -2.14 10.73
H -8.00 -0.87 10.55
H -8.06 0.35 11.85
H -6.71 -1.49 12.71
H -5.56 -0.21 12.28
Br 3.56 9.64 -1.72
C 4.53 10.31 -3.27
C 4.32 9.42 -4.47
Br 5.31 7.75 -4.34
H 5.57 10.38 -2.98
H 4.13 11.30 -3.46
H 4.68 9.91 -5.37
H 3.27 9.14 -4.59
Br 10.04 1.34 -6.83
C 9.26 3.04 -6.31
C 8.46 2.93 -5.04
Br 6.74 2.05 -5.35
H 8.67 3.38 -7.15
H 10.10 3.71 -6.16
H 8.22 3.92 -4.66
H 8.97 2.35 -4.28
Br 13.67 -1.87 -8.21
C 11.81 -2.18 -8.66
C 11.50 -1.79 -10.08
Br 11.41 0.14 -10.30
H 11.22 -1.61 -7.94
H 11.64 -3.24 -8.51
H 10.52 -2.17 -10.37
H 12.25 -2.15 -10.78
```

Calculated values
total charge	+1

Here are the Mulliken charges for atoms 1 to 4, given in e:
1 N -0.582
2 P 0.581
3 P 0.345
4 N -0.491

=====

Entry 2:
# CH7N4P2

A structure of composition CH7N4P2 (ωB97M-V with the def2-TZVPD basis set, the OMol25 dataset).

```
14
Properties=species:S:1:pos:R:3
C 1.29 -1.37 -0.30
N 0.36 -0.04 0.60
N 1.40 -2.47 0.34
N -1.39 1.65 0.92
N 1.90 -0.88 -1.27
P -0.60 0.90 -0.28
P -2.47 3.05 0.64
H 0.79 -2.80 1.08
H 1.94 -3.11 -0.21
H -1.03 1.53 1.87
H 1.44 -0.04 -1.60
H 2.56 -1.32 -1.86
H -2.52 2.58 -0.82
H -3.69 2.31 0.87
```

Calculated values
energy relative to the best compared isomer or geometry (same formula, charge and spin)	56.6	kcal per mole
total charge	+1

Here are the Mulliken charges for atoms 1 to 4, given in e:
1 C 0.514
2 N -0.425
3 N -0.280
4 N -0.285

=====

no.,HOMO-LUMO gap (Eh),M (g/mol)
1,0.2423,2772.1
2,0.3384,137.0